{
  "formula": "C18H26N2OS",
  "method": "wB97M-V/def2-TZVPD",
  "symbols": ["C", "H", "H", "H", "C", "C", "H", "H", "H", "C", "H", "H", "C", "C", "H", "C", "O", "H", "H", "H", "C", "N", "C", "S", "N", "C", "C", "C", "C", "C", "C", "H", "H", "H", "H", "H", "H", "C", "H", "C", "C", "H", "H", "H", "H", "H", "H", "H"],
  "xyz": [[-2.78, -2.70, -0.01], [-2.97, -3.10, -1.07], [-3.21, -3.15, 0.65], [-1.71, -2.89, 0.01], [-3.16, -1.38, -0.16], [-4.73, -1.11, -0.25], [-5.03, -0.10, -0.02], [-5.28, -1.58, 0.29], [-4.96, -1.32, -1.41], [-2.30, -0.43, -1.04], [-1.85, -0.88, -1.65], [-3.10, 0.29, -1.77], [-1.31, 0.38, -0.46], [-0.63, -0.15, 0.81], [-0.16, -1.11, 0.20], [-1.76, -0.74, 1.93], [-2.98, -0.87, 1.36], [-1.76, -0.08, 2.74], [-1.32, -1.60, 2.11], [0.07, 0.41, 1.40], [-0.32, 0.98, -1.48], [0.54, 2.03, -0.67], [1.83, 1.68, -0.20], [2.48, 2.51, 1.12], [2.43, 0.64, -1.04], [3.61, -0.23, -0.34], [3.79, -0.61, 1.03], [4.90, -1.03, 1.41], [5.60, -1.84, 0.62], [5.45, -1.70, -0.77], [4.35, -0.78, -1.31], [4.11, -0.81, -2.44], [6.07, -2.11, -1.55], [6.50, -2.53, 0.82], [5.02, -1.37, 2.50], [3.19, 0.25, 1.80], [2.25, 0.30, -1.95], [0.00, 3.18, -0.13], [0.74, 3.89, -0.01], [-1.16, 2.99, 0.77], [-1.96, 1.75, 0.32], [-2.89, 1.64, 1.18], [-2.70, 2.22, -0.64], [-0.59, 2.37, 1.60], [-1.67, 3.85, 0.86], [-0.32, 3.53, -1.29], [0.33, 0.00, -1.72], [-0.65, 1.32, -2.20]],
  "smiles": "CC1(C)C[C@@]2(CCCN(C(=S)Nc3ccccc3)C2)CCO1",
  "total_charge": 0,
  "energy_ha": -1283.8356,
  "relative_energy_ev": 16.762
}

---

{
  "formula": "C18H27AlBrClF6N3O7P",
  "method": "wB97M-V/def2-TZVPD",
  "symbols": ["N", "C", "O", "P", "N", "C", "C", "C", "C", "O", "C", "C", "O", "F", "H", "H", "H", "H", "H", "H", "H", "H", "H", "H", "H", "H", "H", "Br", "C", "N", "O", "O", "H", "H", "H", "C", "C", "O", "C", "O", "C", "F", "F", "F", "H", "H", "H", "H", "H", "H", "Al", "F", "F", "C", "C", "C", "C", "C", "C", "H", "H", "H", "H", "H", "Cl"],
  "xyz": [[2.63, -1.48, 2.18], [2.87, -1.64, 1.06], [3.05, -1.64, -0.25], [1.78, -2.14, -1.12], [1.79, -1.08, -2.39], [0.28, -2.09, -0.17], [-1.01, -2.27, -0.99], [-1.59, -3.69, -0.93], [-1.04, -4.63, -2.02], [-0.43, -5.80, -1.49], [2.17, -3.82, -1.82], [3.57, -4.28, -1.55], [3.87, -5.48, -1.56], [4.53, -3.44, -1.34], [0.86, -0.91, -2.74], [2.28, -0.22, -2.12], [0.21, -1.00, 0.30], [0.31, -2.79, 0.68], [-1.73, -1.60, -0.52], [-0.92, -1.91, -2.02], [-1.40, -4.11, 0.06], [-2.68, -3.65, -1.03], [-1.81, -4.95, -2.73], [-0.30, -4.07, -2.60], [-1.02, -6.21, -0.85], [2.09, -3.75, -2.92], [1.49, -4.61, -1.50], [-0.59, 0.68, 0.60], [1.83, -8.78, -3.45], [0.35, -8.88, -3.30], [-0.31, -7.90, -3.54], [-0.08, -9.95, -2.93], [2.07, -7.78, -3.78], [2.27, -9.00, -2.48], [2.13, -9.52, -4.19], [-4.15, 4.76, 2.93], [-4.81, 3.54, 2.32], [-4.85, 3.53, 0.89], [-3.72, 3.10, 0.15], [-3.25, 1.94, 0.54], [-2.58, 4.17, 0.07], [-3.09, 5.40, -0.04], [-1.83, 3.96, -1.03], [-1.75, 4.16, 1.12], [-4.43, 5.67, 2.38], [-4.45, 4.87, 3.97], [-3.06, 4.69, 2.92], [-5.85, 3.54, 2.62], [-4.37, 2.61, 2.71], [-4.12, 3.13, -0.89], [5.43, -5.98, -2.68], [4.31, 0.20, -0.34], [-0.67, 5.19, 3.48], [0.26, 6.06, 3.05], [0.35, 6.34, 1.69], [1.31, 7.24, 1.25], [2.17, 7.84, 2.15], [2.06, 7.54, 3.51], [1.10, 6.65, 3.97], [-0.32, 5.86, 1.00], [1.38, 7.47, 0.19], [2.92, 8.53, 1.81], [2.75, 8.02, 4.23], [1.01, 6.41, 5.02], [4.69, 7.83, 4.54]],
  "total_charge": 0,
  "energy_ha": -5609.6702
}

---

{
  "formula": "C18H27BF4N4O14",
  "method": "wB97M-V/def2-TZVPD",
  "symbols": ["C", "C", "O", "N", "B", "C", "C", "N", "N", "N", "C", "C", "O", "H", "H", "H", "H", "H", "H", "H", "H", "H", "H", "H", "H", "H", "H", "H", "C", "C", "O", "C", "O", "O", "F", "H", "H", "H", "C", "C", "O", "C", "O", "O", "F", "H", "H", "H", "C", "C", "O", "C", "O", "O", "F", "H", "H", "H", "C", "C", "O", "C", "O", "O", "F", "H", "H", "H"],
  "xyz": [[-1.21, -1.69, -0.70], [-0.65, -1.05, -1.93], [-0.23, -1.68, -2.86], [-0.61, 0.40, -1.87], [-1.18, 1.11, -3.05], [-2.39, 2.09, -3.04], [-3.47, 1.94, -1.97], [-2.91, 2.08, -0.64], [-4.54, 2.89, -2.31], [-4.00, 0.57, -2.07], [0.58, 0.86, -1.33], [0.65, 2.35, -1.13], [1.48, 0.11, -1.01], [-0.37, -1.82, -0.01], [-1.94, -1.04, -0.22], [-1.63, -2.66, -0.95], [-0.65, 0.89, -4.10], [-2.89, 1.93, -4.00], [-2.03, 3.13, -3.10], [-3.57, 1.83, 0.08], [-2.55, 3.01, -0.46], [-4.15, 3.83, -2.33], [-5.21, 2.91, -1.54], [-4.76, 0.56, -2.73], [-4.37, 0.26, -1.18], [-0.33, 2.73, -0.85], [1.34, 2.55, -0.31], [0.99, 2.86, -2.04], [-1.00, 3.45, 4.07], [-2.39, 2.94, 3.73], [-2.66, 3.61, 2.50], [-1.48, 3.93, 1.92], [-1.35, 4.31, 0.80], [-0.46, 3.74, 2.78], [-3.32, 3.31, 4.64], [-1.07, 4.37, 4.66], [-0.37, 2.72, 4.58], [-2.46, 1.87, 3.57], [1.07, -4.73, 1.43], [1.07, -5.25, 2.86], [1.02, -4.05, 3.63], [0.48, -3.07, 2.86], [0.13, -2.01, 3.27], [0.38, -3.48, 1.58], [2.21, -5.92, 3.17], [2.09, -4.55, 1.10], [0.54, -5.36, 0.72], [0.22, -5.87, 3.13], [4.10, 2.01, 1.67], [3.50, 1.67, 3.02], [3.53, 2.91, 3.69], [3.53, 3.91, 2.77], [3.34, 5.05, 3.01], [3.76, 3.40, 1.53], [4.24, 0.77, 3.70], [5.18, 1.91, 1.69], [3.68, 1.44, 0.85], [2.47, 1.31, 2.98], [1.41, -3.94, -3.88], [2.76, -4.60, -4.10], [3.08, -5.07, -2.80], [1.94, -5.21, -2.09], [1.87, -5.73, -1.02], [0.90, -4.68, -2.76], [3.71, -3.72, -4.50], [1.53, -2.90, -3.60], [0.72, -4.03, -4.71], [2.76, -5.44, -4.79]],
  "smiles": "CC(=O)N(BCC(N)(N)N)C(C)=O.O=C1OC[C@@H](F)O1.O=C1OC[C@@H](F)O1.O=C1OC[C@@H](F)O1.O=C1OC[C@@H](F)O1",
  "total_charge": 0,
  "energy_ha": -2398.8925
}

---

{
  "formula": "C18H27BN",
  "method": "wB97M-V/def2-TZVPD",
  "symbols": ["C", "C", "C", "C", "C", "C", "C", "H", "H", "H", "H", "H", "H", "H", "C", "C", "N", "C", "C", "C", "C", "C", "C", "C", "C", "C", "B", "H", "H", "H", "H", "H", "H", "H", "H", "H", "H", "H", "H", "H", "H", "H", "H", "H", "H", "H", "H"],
  "xyz": [[-0.19, -0.16, 8.15], [0.43, -1.43, 8.51], [1.77, -1.67, 8.38], [2.79, -0.72, 8.18], [2.73, 0.67, 8.17], [1.63, 1.53, 8.32], [0.31, 1.19, 8.41], [-1.27, -0.19, 8.21], [-0.26, -2.27, 8.53], [2.08, -2.70, 8.41], [3.80, -1.16, 8.11], [3.72, 1.17, 8.11], [1.88, 2.59, 8.36], [-0.44, 1.98, 8.36], [-3.94, -2.98, 4.69], [-4.29, -1.92, 5.72], [-4.54, -0.55, 5.13], [-5.54, -0.57, 4.04], [-6.86, -1.01, 4.16], [-7.64, -0.91, 2.97], [-7.11, -0.45, 1.76], [-5.79, -0.06, 1.70], [-5.03, -0.12, 2.85], [-5.01, 0.38, 6.26], [-5.20, 1.80, 5.76], [-4.11, 0.38, 7.50], [-3.48, 0.01, 3.97], [0.29, -0.30, 7.24], [-3.96, -3.95, 5.20], [-4.65, -3.03, 3.85], [-2.92, -2.84, 4.28], [-5.19, -2.22, 6.28], [-3.47, -1.84, 6.44], [-7.33, -1.41, 5.08], [-8.67, -1.22, 2.96], [-7.68, -0.38, 0.83], [-5.22, 0.30, 0.85], [-3.98, 0.26, 2.61], [-5.99, -0.02, 6.56], [-5.64, 2.40, 6.56], [-4.25, 2.27, 5.50], [-5.86, 1.85, 4.89], [-4.61, 0.98, 8.28], [-3.95, -0.62, 7.92], [-3.13, 0.86, 7.29], [-2.68, -0.80, 3.64], [-3.15, 1.14, 4.09]],
  "total_charge": 1,
  "energy_ha": -781.2742,
  "relative_energy_ev": 4.214
}

---

What did the third record say?
{
  "formula": "C18H27BF4N4O14",
  "method": "wB97M-V/def2-TZVPD",
  "symbols": ["C", "C", "O", "N", "B", "C", "C", "N", "N", "N", "C", "C", "O", "H", "H", "H", "H", "H", "H", "H", "H", "H", "H", "H", "H", "H", "H", "H", "C", "C", "O", "C", "O", "O", "F", "H", "H", "H", "C", "C", "O", "C", "O", "O", "F", "H", "H", "H", "C", "C", "O", "C", "O", "O", "F", "H", "H", "H", "C", "C", "O", "C", "O", "O", "F", "H", "H", "H"],
  "xyz": [[-1.21, -1.69, -0.70], [-0.65, -1.05, -1.93], [-0.23, -1.68, -2.86], [-0.61, 0.40, -1.87], [-1.18, 1.11, -3.05], [-2.39, 2.09, -3.04], [-3.47, 1.94, -1.97], [-2.91, 2.08, -0.64], [-4.54, 2.89, -2.31], [-4.00, 0.57, -2.07], [0.58, 0.86, -1.33], [0.65, 2.35, -1.13], [1.48, 0.11, -1.01], [-0.37, -1.82, -0.01], [-1.94, -1.04, -0.22], [-1.63, -2.66, -0.95], [-0.65, 0.89, -4.10], [-2.89, 1.93, -4.00], [-2.03, 3.13, -3.10], [-3.57, 1.83, 0.08], [-2.55, 3.01, -0.46], [-4.15, 3.83, -2.33], [-5.21, 2.91, -1.54], [-4.76, 0.56, -2.73], [-4.37, 0.26, -1.18], [-0.33, 2.73, -0.85], [1.34, 2.55, -0.31], [0.99, 2.86, -2.04], [-1.00, 3.45, 4.07], [-2.39, 2.94, 3.73], [-2.66, 3.61, 2.50], [-1.48, 3.93, 1.92], [-1.35, 4.31, 0.80], [-0.46, 3.74, 2.78], [-3.32, 3.31, 4.64], [-1.07, 4.37, 4.66], [-0.37, 2.72, 4.58], [-2.46, 1.87, 3.57], [1.07, -4.73, 1.43], [1.07, -5.25, 2.86], [1.02, -4.05, 3.63], [0.48, -3.07, 2.86], [0.13, -2.01, 3.27], [0.38, -3.48, 1.58], [2.21, -5.92, 3.17], [2.09, -4.55, 1.10], [0.54, -5.36, 0.72], [0.22, -5.87, 3.13], [4.10, 2.01, 1.67], [3.50, 1.67, 3.02], [3.53, 2.91, 3.69], [3.53, 3.91, 2.77], [3.34, 5.05, 3.01], [3.76, 3.40, 1.53], [4.24, 0.77, 3.70], [5.18, 1.91, 1.69], [3.68, 1.44, 0.85], [2.47, 1.31, 2.98], [1.41, -3.94, -3.88], [2.76, -4.60, -4.10], [3.08, -5.07, -2.80], [1.94, -5.21, -2.09], [1.87, -5.73, -1.02], [0.90, -4.68, -2.76], [3.71, -3.72, -4.50], [1.53, -2.90, -3.60], [0.72, -4.03, -4.71], [2.76, -5.44, -4.79]],
  "smiles": "CC(=O)N(BCC(N)(N)N)C(C)=O.O=C1OC[C@@H](F)O1.O=C1OC[C@@H](F)O1.O=C1OC[C@@H](F)O1.O=C1OC[C@@H](F)O1",
  "total_charge": 0,
  "energy_ha": -2398.8925
}